# C42H114N10O16

16 unconnected molecules or ions with the total composition C42H114N10O16 in a non-equilibrium geometry (the ωB97M-V functional and the def2-TZVPD basis, the Open Molecules 2025 dataset).

```
182
Properties=species:S:1:pos:R:3:forces:R:3
C -8.42157 -14.40071 -14.55188 0.1 -0.2 0.0
C -8.57230 -15.01836 -15.98324 -0.7 1.0 2.3
C -10.10643 -15.18323 -16.14893 0.2 -0.6 -1.7
C -10.46041 -15.38673 -17.62980 -0.3 1.2 -0.5
C -9.83293 -14.29334 -18.49550 -0.1 0.2 0.7
C -8.30327 -14.19446 -18.40576 -0.3 -0.2 0.3
N -8.03575 -14.07874 -16.95466 -1.3 0.8 0.0
O -6.83931 -13.45942 -16.57317 0.3 -0.7 -0.1
C -7.61874 -15.41304 -18.99623 -0.7 -0.4 -1.6
C -7.90889 -12.90893 -19.11654 1.3 0.3 0.0
C -7.97853 -16.41074 -15.93147 -0.2 0.1 -0.7
H -8.96265 -13.45948 -14.45175 -0.1 0.0 -0.2
H -7.41382 -14.20616 -14.17937 0.2 -0.1 -0.5
H -8.82808 -15.13293 -13.84929 -0.3 0.1 0.0
H -10.47820 -16.09614 -15.67970 0.3 0.1 0.6
H -10.70472 -14.34509 -15.78877 0.4 0.2 0.2
H -11.52951 -15.19895 -17.71237 -0.1 -0.6 -0.2
H -10.23529 -16.38128 -18.01109 -0.3 0.2 0.3
H -10.20136 -13.35500 -18.06550 0.0 0.1 -0.1
H -10.20239 -14.30221 -19.52276 0.3 -0.3 -0.1
H -8.33036 -16.23943 -19.09466 0.3 -0.1 0.7
H -7.46932 -15.26322 -20.07282 0.7 0.3 0.1
H -6.71132 -15.73582 -18.49424 0.0 0.0 -0.1
H -6.83562 -12.73909 -18.97975 -0.1 0.3 0.4
H -7.94961 -12.92070 -20.20786 -0.7 -0.5 0.0
H -8.48495 -12.06307 -18.74483 0.1 0.1 0.1
H -8.15017 -16.89679 -16.89458 0.3 0.0 0.2
H -8.51751 -17.00326 -15.18904 -0.1 0.3 0.3
H -6.91355 -16.46070 -15.69558 -0.3 0.5 -0.1
H -6.20383 -14.17261 -16.39468 0.1 0.1 -0.2
C -11.84101 -22.66936 -16.73533 -0.8 1.3 0.6
C -10.82251 -22.79629 -15.59152 0.4 -1.5 -0.9
C -9.42415 -22.75062 -16.25142 0.3 0.2 0.0
C -8.26102 -22.49779 -15.29256 -0.6 0.0 -0.1
C -8.51602 -21.21471 -14.48781 -1.1 -1.3 -0.3
C -9.94317 -21.13394 -13.85679 0.2 -0.1 0.0
N -11.00824 -21.65828 -14.72420 1.3 0.6 -0.8
O -12.27772 -21.62722 -14.09976 0.3 0.2 -0.2
C -9.86657 -21.82791 -12.49746 -0.8 -0.1 0.7
C -10.24488 -19.63030 -13.74490 0.4 0.5 0.0
C -10.99640 -24.14835 -14.84664 0.9 0.2 -1.2
H -11.78129 -23.19114 -17.68912 0.5 -0.8 0.5
H -11.79856 -21.61997 -17.04184 -0.1 0.0 0.1
H -12.82129 -22.79767 -16.27006 -0.2 -0.1 -0.4
H -9.25265 -23.70715 -16.75347 -0.2 -0.1 0.0
H -9.42365 -21.99830 -17.04674 -0.1 0.2 0.1
H -7.30556 -22.43812 -15.81687 -0.1 0.2 -0.2
H -8.16478 -23.40563 -14.68772 0.0 0.3 0.5
H -8.47922 -20.33874 -15.12749 0.6 -0.1 -0.2
H -7.80024 -21.22408 -13.66702 0.1 0.7 -0.1
H -9.00279 -21.50793 -11.91183 -0.1 0.4 0.0
H -10.79344 -21.62341 -11.95402 0.2 0.1 0.2
H -9.80177 -22.91845 -12.50724 0.0 0.0 -0.6
H -9.61931 -19.18357 -12.96656 -0.2 0.1 0.2
H -9.97955 -19.11440 -14.67363 0.2 -0.3 -0.1
H -11.28894 -19.32777 -13.64486 0.0 -0.4 0.7
H -11.88760 -24.11094 -14.22738 0.2 -0.3 0.3
H -10.02824 -24.37649 -14.39437 -0.4 0.1 1.0
H -11.03412 -24.96565 -15.57534 -0.6 0.1 -0.1
H -12.63667 -20.84918 -14.54886 -0.5 -0.3 0.1
C -13.46820 -17.01964 -16.05956 1.1 0.5 -2.3
O -12.93363 -17.08628 -17.18585 -0.5 -0.2 0.8
N -13.49130 -15.82737 -15.37330 -0.6 -1.0 0.7
N -14.08284 -18.04550 -15.46892 -0.2 1.0 1.4
H -13.10385 -14.97790 -15.72756 0.2 -0.1 -0.2
H -13.71373 -15.92725 -14.39945 0.1 0.6 0.1
H -14.50029 -17.76167 -14.59705 -0.3 -1.0 0.2
H -14.09469 -19.00542 -15.79383 0.0 0.0 -0.5
C -14.25073 -20.44668 -18.05290 -0.1 2.8 -0.1
O -14.19682 -20.49222 -16.81502 0.1 -1.2 -0.6
N -14.00395 -19.25751 -18.68701 -0.3 -1.3 0.8
N -14.61826 -21.43294 -18.89368 0.0 -1.8 0.9
H -14.06292 -19.24777 -19.68483 0.4 0.6 -0.1
H -13.62864 -18.53507 -18.07135 0.2 0.6 -0.7
H -14.93335 -21.29003 -19.83062 0.1 0.2 -0.1
H -14.80707 -22.31673 -18.44578 -0.2 0.0 -0.3
C -5.69874 -18.50342 -16.52799 0.2 0.6 -1.4
O -5.92657 -17.66587 -17.40929 0.5 -0.7 0.2
N -4.57569 -19.25807 -16.46373 -0.2 -0.2 0.9
N -6.56003 -18.74216 -15.49904 -0.1 -0.3 0.3
H -4.56543 -19.86227 -15.64318 0.6 -0.1 -0.6
H -3.93880 -19.35753 -17.22672 0.0 0.2 -0.1
H -6.56590 -19.67429 -15.12044 0.1 0.1 0.2
H -7.42984 -18.23947 -15.54744 0.2 -0.6 0.0
C -4.20163 -21.96683 -14.13835 -0.1 -0.3 0.8
O -5.04366 -21.11634 -14.45711 0.5 -0.2 0.5
N -4.34635 -23.25844 -14.48483 -0.4 0.7 -1.0
N -3.09819 -21.73152 -13.37706 0.1 0.8 0.3
H -4.00988 -24.00217 -13.90872 -0.1 -0.2 -0.1
H -5.14624 -23.37542 -15.09590 0.1 -0.9 0.1
H -3.08121 -20.95556 -12.73616 -0.1 0.1 -0.2
H -2.35567 -22.39974 -13.31648 0.0 -0.2 0.0
C -15.09348 -25.53896 -17.13224 0.9 0.7 -0.4
C -13.78021 -25.53448 -17.95184 -1.8 0.0 -0.1
O -13.70056 -26.76311 -18.68010 0.9 0.0 0.6
H -15.34986 -26.54747 -16.82478 -0.1 0.0 0.0
H -15.86728 -25.07125 -17.74006 -0.3 -0.3 0.2
H -14.93674 -24.91907 -16.24864 -0.2 -0.1 0.1
H -12.94781 -25.32458 -17.27933 0.3 -0.3 -0.3
H -13.88521 -24.75375 -18.71455 0.5 0.3 0.3
H -12.76555 -26.99561 -18.64830 -0.2 -0.3 -0.3
C -10.55875 -19.32165 -18.55573 -0.5 -0.8 0.2
C -9.16490 -18.75332 -18.52689 0.3 -0.1 -1.5
O -8.51645 -19.10540 -19.75984 -0.5 -0.2 -0.5
H -10.96413 -19.21925 -17.54597 -0.3 -0.1 -0.1
H -10.65626 -20.36040 -18.88888 0.6 -0.2 0.5
H -11.25075 -18.86088 -19.26267 0.3 0.8 0.2
H -8.51026 -19.12575 -17.73914 -0.4 0.1 0.5
H -9.31276 -17.67083 -18.49204 0.6 -0.4 0.3
H -7.59326 -18.84749 -19.81080 0.0 0.3 0.5
C -13.35432 -23.62916 -11.65155 -0.3 0.8 0.1
C -14.65781 -23.53303 -12.49206 1.1 -0.7 0.1
O -15.36561 -24.73052 -12.15840 -0.3 0.4 -0.6
H -13.69984 -23.95290 -10.66937 0.3 -0.2 0.1
H -12.75116 -22.73176 -11.49136 -0.4 0.3 -0.3
H -12.61826 -24.32937 -12.04750 -0.4 -0.4 -0.1
H -14.45869 -23.50078 -13.56752 0.2 -0.1 0.0
H -15.28038 -22.65289 -12.32828 0.0 0.0 0.6
H -15.23022 -25.33176 -12.90870 -0.3 -0.1 0.2
C -13.96800 -19.97909 -11.20218 -0.3 0.3 -0.4
C -15.02942 -19.69167 -12.27220 0.3 -1.7 0.6
O -15.06163 -18.34894 -12.67402 0.0 0.6 -0.2
H -13.89242 -21.04006 -10.96959 -0.4 0.0 0.1
H -14.29085 -19.41649 -10.32276 0.5 -0.1 0.3
H -12.96859 -19.68800 -11.52916 -0.1 0.3 0.0
H -15.99293 -20.04120 -11.87998 -0.1 0.4 0.0
H -14.86066 -20.34512 -13.13222 0.2 0.5 -0.3
H -15.07118 -17.78611 -11.89249 0.0 -0.1 0.0
C -13.21163 -27.37262 -14.24932 0.0 0.0 0.1
C -14.68718 -27.72468 -14.25841 0.1 -1.3 0.3
O -15.54428 -26.59568 -14.20174 0.3 0.0 -0.2
H -12.92792 -26.67548 -15.03802 -0.2 0.2 0.1
H -12.60988 -28.26754 -14.41962 -0.2 -0.2 -0.1
H -12.89764 -27.00872 -13.27022 -0.1 0.4 -0.1
H -14.90208 -28.38362 -13.40776 0.1 0.2 0.2
H -14.92017 -28.38524 -15.10207 0.0 0.5 -0.4
H -16.44638 -26.92442 -14.14495 -0.1 0.2 0.0
C -9.97287 -22.14877 -8.76839 1.5 -0.3 1.0
C -8.66716 -22.89027 -9.07467 0.2 1.0 -2.2
O -8.90224 -24.21329 -9.56912 0.2 -0.4 1.1
H -10.37603 -22.67296 -7.90013 -0.6 0.1 -0.2
H -10.67302 -22.04412 -9.58955 0.0 -0.2 -0.1
H -9.65611 -21.16825 -8.40252 -0.3 0.2 -0.1
H -7.92134 -22.75150 -8.28606 -0.4 -0.8 0.5
H -8.11676 -22.45659 -9.92672 -0.4 0.6 0.1
H -8.34510 -24.80228 -9.04988 -0.2 -0.2 -0.1
C -7.78356 -25.62980 -12.68303 -1.6 0.0 0.0
C -6.57861 -24.91158 -12.18940 0.7 0.1 0.3
O -5.41029 -25.57544 -12.69922 0.3 -0.1 -0.2
H -8.04224 -26.56928 -12.19034 0.7 -0.2 0.0
H -7.77578 -25.78747 -13.76295 0.2 0.0 0.0
H -8.68530 -25.04632 -12.46534 0.2 0.3 -0.1
H -6.49688 -24.90150 -11.09775 -0.3 0.0 0.0
H -6.56631 -23.86697 -12.52693 -0.1 -0.1 0.0
H -4.65752 -25.25087 -12.19537 0.0 -0.1 0.1
C -5.89121 -18.60026 -10.10347 -0.2 0.5 -0.1
C -6.67855 -19.66248 -10.89140 1.4 0.3 0.0
O -5.70351 -20.61982 -11.34813 0.0 -0.3 0.2
H -5.94402 -18.67469 -9.01769 0.0 -0.3 0.0
H -6.23781 -17.59220 -10.34212 -0.2 0.0 0.0
H -4.84582 -18.62322 -10.40738 0.0 -0.2 0.0
H -7.12020 -19.16397 -11.75258 -0.4 -0.2 0.0
H -7.40181 -20.16639 -10.25384 -0.3 0.1 -0.2
H -5.89068 -20.95133 -12.23336 -0.3 0.3 -0.1
C -3.90365 -26.08060 -16.73544 -0.8 -0.1 -1.3
C -5.28429 -25.52619 -17.16570 0.5 -1.0 1.9
O -5.91497 -25.02490 -15.96924 -0.2 1.0 -0.5
H -3.18443 -25.26555 -16.70203 0.1 -0.1 0.3
H -3.60425 -26.78133 -17.51862 0.4 -0.1 0.2
H -3.98049 -26.61087 -15.78717 0.1 0.0 0.0
H -5.99287 -26.29787 -17.47080 0.5 -0.1 -0.8
H -5.09245 -24.77166 -17.92490 -0.7 0.3 0.1
H -5.61926 -25.57788 -15.23778 -0.1 0.0 0.1
C -9.90849 -24.11325 -20.23128 0.0 -1.2 0.1
C -8.51900 -24.60542 -19.90931 -0.1 0.7 0.2
O -8.61152 -25.80696 -19.13322 0.5 0.2 -0.5
H -10.46504 -23.91567 -19.31453 0.2 0.6 0.0
H -10.43345 -24.98643 -20.63058 -0.1 0.3 -0.6
H -9.83703 -23.28975 -20.93772 -0.4 0.1 0.1
H -7.99340 -23.81101 -19.36564 0.2 -0.2 0.2
H -7.95406 -24.76869 -20.83161 -0.1 -0.2 0.0
H -7.90721 -26.35158 -19.49543 -0.1 -0.3 0.4
```
Forces are in eV/Å.

* HOMO: -7.36 eV
* HOMO-LUMO gap: 7.4 eV
* E: -93061.4876 eV